Entry 1:
39
Properties=species:S:1:pos:R:3:forces:R:3:mulliken_charge:R:1 method="wB97M-V/def2-TZVPD" spin_multiplicity=1 e_above_lowest_ev=0.196 homo_lumo_gap_ev=9.3 smiles="C[C@H](NC(=O)C1CC1)c1ccc(-c2ccccc2)cc1"
C -2.299 -2.695 -0.157 0.05 0.21 0.23 -1.818
H -1.721 -3.512 0.267 0.06 -0.14 -0.03 0.385
H -3.354 -2.887 0.025 -0.06 -0.01 0.00 0.444
H -2.136 -2.662 -1.232 0.03 -0.06 -0.12 0.373
C -1.904 -1.374 0.496 -0.14 -0.13 0.07 0.448
N -2.696 -0.293 -0.071 0.15 -0.27 -0.17 -0.139
C -3.480 0.520 0.672 -0.17 0.15 -0.40 0.248
O -3.606 0.404 1.873 -0.06 0.05 0.40 -0.658
C -4.174 1.595 -0.125 -0.06 0.05 0.18 0.069
C -5.669 1.566 -0.245 -0.01 0.01 0.14 -0.693
C -4.816 1.296 -1.446 0.03 0.07 -0.26 -0.687
H -4.782 0.283 -1.820 0.00 -0.10 0.04 0.274
H -4.765 2.046 -2.222 0.01 0.07 0.00 0.279
H -6.190 0.735 0.206 0.03 -0.11 0.03 0.245
H -6.208 2.499 -0.186 0.04 0.08 -0.02 0.273
H -3.711 2.565 0.008 -0.04 0.00 -0.04 0.400
H -2.574 -0.101 -1.053 -0.09 0.10 0.07 0.405
C -0.437 -1.017 0.384 0.05 -0.03 0.05 0.184
C 0.021 0.082 1.106 0.01 -0.03 -0.05 -0.656
C 1.336 0.488 1.025 0.00 -0.03 -0.03 -0.762
C 2.244 -0.202 0.223 -0.26 -0.16 -0.05 0.390
C 1.786 -1.303 -0.494 0.15 0.14 0.04 -1.018
C 0.463 -1.701 -0.421 -0.17 -0.02 0.12 -0.235
H 0.145 -2.556 -0.997 -0.07 -0.10 -0.05 0.338
H 2.468 -1.841 -1.136 0.07 -0.03 -0.06 0.481
C 3.650 0.219 0.137 0.26 0.07 -0.02 0.359
C 4.674 -0.724 0.145 -0.07 0.03 0.00 -0.437
C 5.996 -0.329 0.063 0.10 -0.03 -0.04 -0.555
C 6.316 1.015 -0.035 0.08 0.02 0.00 -0.420
C 5.306 1.962 -0.046 0.07 0.08 0.02 -0.555
C 3.983 1.568 0.043 -0.05 -0.07 0.01 -0.472
H 3.198 2.310 0.019 -0.07 0.06 -0.01 0.478
H 5.549 3.011 -0.125 0.01 0.07 -0.01 0.374
H 7.349 1.323 -0.103 0.08 0.02 0.00 0.368
H 6.781 -1.071 0.077 0.05 -0.05 0.01 0.374
H 4.431 -1.773 0.238 -0.03 -0.09 0.01 0.473
H 1.674 1.333 1.607 0.04 0.07 0.06 0.505
H -0.672 0.618 1.740 -0.09 0.06 0.09 0.507
H -2.178 -1.399 1.559 0.07 0.00 -0.22 0.431

Entry 2:
184
Properties=species:S:1:pos:R:3:forces:R:3:mulliken_charge:R:1 method="wB97M-V/def2-TZVPD" total_charge=-2 spin_multiplicity=1 e_above_lowest_ev=0.000 homo_lumo_gap_ev=5.5
Rb 0.531 0.577 -0.686 -1.09 0.43 -0.30 0.101
C 4.434 3.024 -3.461 -0.27 -0.10 0.05 -2.135
C 3.343 2.772 -2.460 -0.03 -0.55 -1.16 -0.100
N 2.380 1.951 -2.666 0.08 0.19 1.71 1.867
N 2.142 1.432 -3.852 -0.13 0.54 -1.63 -1.156
C 2.006 0.210 -4.160 0.54 -0.11 0.44 0.145
N 1.484 -0.104 -5.391 0.18 -0.20 -0.25 -0.485
S 2.533 -1.230 -3.233 -0.90 -0.15 -0.23 -0.027
C 3.374 3.463 -1.177 0.27 0.25 0.66 0.935
C 4.568 4.007 -0.686 -0.31 -0.04 -0.10 -0.761
C 4.550 4.661 0.529 -0.20 0.09 0.02 -0.803
C 3.349 4.764 1.215 0.11 0.04 -0.09 -0.504
C 2.219 4.184 0.655 0.09 0.28 0.32 -0.296
N 2.228 3.553 -0.500 -0.19 -0.28 -0.27 0.257
H 4.083 2.724 -4.448 0.01 -0.02 -0.02 0.463
H 5.302 2.409 -3.207 0.04 0.05 -0.02 0.282
H 4.718 4.073 -3.476 0.11 0.08 0.00 0.513
H 0.857 0.601 -5.756 0.05 -0.06 0.20 0.339
H 1.090 -1.033 -5.438 -0.03 0.04 -0.02 0.205
H 5.488 3.877 -1.230 0.11 -0.03 -0.07 0.370
H 5.458 5.072 0.950 0.06 0.03 -0.02 0.354
H 3.297 5.279 2.161 -0.07 0.06 0.14 0.497
H 1.264 4.227 1.161 -0.06 -0.01 0.12 0.174
C 3.006 -0.865 4.052 0.08 -0.50 0.27 0.023
N 2.540 0.453 3.735 -0.27 0.29 -0.50 1.617
C 1.512 0.807 2.947 0.10 0.28 0.05 -0.569
N 1.392 2.117 2.936 -0.47 0.20 -0.32 -0.220
C 2.383 2.528 3.746 -0.04 -0.44 0.08 -0.843
N 3.098 1.551 4.258 0.48 0.13 0.51 -1.207
C 2.356 -1.409 5.300 0.15 0.00 0.13 -0.206
C 3.102 -2.039 6.286 -0.14 0.04 -0.14 -0.448
C 2.472 -2.569 7.404 0.07 -0.05 0.03 -0.831
C 1.104 -2.455 7.558 -0.22 0.09 -0.13 -0.511
C 0.351 -1.811 6.573 0.68 0.12 -0.41 0.350
C 0.983 -1.306 5.440 -0.07 -0.15 0.24 0.146
C -1.075 -1.647 6.700 -0.88 -0.20 0.77 -0.138
N -1.832 -1.980 7.712 1.65 -0.23 -0.14 -0.607
N -3.085 -1.623 7.406 -1.31 0.60 -0.93 -0.583
C -3.055 -1.082 6.214 0.34 -0.51 1.14 0.079
O -1.798 -1.060 5.721 -0.10 0.05 0.05 0.041
C -4.187 -0.603 5.456 -0.51 0.39 -0.58 0.521
C -5.474 -0.804 5.958 0.38 -0.01 0.01 -0.930
C -6.567 -0.419 5.208 -0.10 0.04 -0.11 -0.728
C -6.390 0.164 3.962 0.20 -0.02 0.02 -0.890
C -5.110 0.380 3.455 -0.17 0.09 0.02 0.729
C -4.986 0.958 2.060 -0.40 -0.21 0.06 -1.314
N -3.689 1.468 1.728 0.46 -0.21 -0.27 1.668
C -2.565 0.819 1.380 -0.06 0.16 -0.03 -0.954
N -1.602 1.683 1.157 0.47 -0.37 0.01 0.376
C -2.191 2.875 1.377 -0.17 -0.23 0.26 -0.852
N -3.452 2.786 1.728 -0.28 0.85 0.22 -1.215
C -4.012 0.001 4.207 -0.01 -0.10 0.37 0.073
H 4.091 -0.825 4.177 -0.14 -0.01 -0.17 0.340
H 2.737 -1.515 3.217 0.14 0.11 -0.05 -0.649
H 0.882 0.111 2.430 -0.10 -0.31 -0.14 0.822
H 2.581 3.557 3.962 0.10 0.25 0.09 0.563
H 4.175 -2.128 6.172 0.08 0.02 0.01 0.505
H 3.060 -3.076 8.158 0.00 -0.01 0.05 0.371
H 0.602 -2.868 8.419 -0.06 -0.01 0.11 0.526
H 0.388 -0.856 4.660 -0.10 0.03 -0.02 0.605
H -5.586 -1.277 6.921 -0.04 -0.05 0.07 0.508
H -7.566 -0.591 5.585 -0.03 0.02 0.02 0.373
H -7.250 0.444 3.369 -0.08 0.05 -0.05 0.477
H -5.687 1.790 1.941 0.13 -0.16 -0.08 0.553
H -5.253 0.177 1.338 0.03 0.14 0.00 0.313
H -2.470 -0.248 1.322 -0.04 -0.40 -0.01 0.489
H -1.669 3.808 1.304 0.01 0.22 -0.09 0.400
H -3.009 0.134 3.832 0.12 0.00 -0.08 0.803
C 3.116 -3.269 1.438 0.20 -0.60 0.21 -0.713
O 2.676 -2.059 0.840 -0.17 0.09 -0.04 0.553
C 3.347 -1.290 0.000 -0.74 0.33 0.44 -1.303
O 2.867 -0.182 -0.184 0.91 -0.28 0.31 0.556
C 4.641 -1.658 -0.667 -0.07 -0.44 -0.66 1.549
C 5.006 -3.067 -0.870 0.24 0.07 0.43 0.264
As 6.595 -3.687 -0.004 -0.20 0.20 -0.57 -0.203
C 8.005 -3.444 -1.427 -0.02 -0.04 0.33 -1.176
C 6.674 -1.831 0.668 -0.44 0.04 -0.68 0.118
C 5.701 -1.043 0.190 0.52 -0.40 0.40 1.218
As 4.455 -0.492 -2.380 1.13 0.09 -0.75 0.749
C 5.600 -1.655 -3.512 -0.14 0.00 0.13 -1.341
C 5.596 0.384 0.540 0.16 0.88 -0.03 -1.019
O 5.529 1.291 -0.255 0.23 -0.20 0.43 -0.508
O 5.610 0.559 1.871 0.01 -0.43 0.03 0.201
C 5.570 1.905 2.321 0.01 0.48 0.04 -0.898
C 7.811 -1.366 1.457 0.80 0.43 0.52 0.140
O 8.718 -0.701 1.016 -0.31 -0.14 0.04 -0.633
O 7.896 -1.781 2.749 0.38 0.30 -0.43 -0.404
C 6.809 -2.477 3.318 -0.50 -0.39 0.17 -0.181
C 4.196 -4.037 -1.421 0.21 -0.62 -0.31 -0.673
O 4.498 -5.239 -1.511 -0.54 0.17 -0.18 -0.831
O 2.973 -3.558 -1.891 0.79 0.03 0.54 0.756
C 2.110 -4.536 -2.413 -0.19 -0.45 -0.12 -0.815
H 2.309 -3.528 2.125 0.00 0.02 0.03 0.118
H 4.052 -3.109 1.987 -0.06 -0.04 -0.11 0.031
H 3.255 -4.077 0.722 -0.06 0.16 0.06 0.235
H 7.623 -3.803 -2.381 -0.17 -0.03 0.05 0.299
H 8.904 -4.010 -1.176 -0.02 0.00 0.06 0.418
H 8.263 -2.390 -1.508 -0.01 0.06 -0.05 0.327
H 6.648 -1.459 -3.281 0.04 0.03 0.07 0.366
H 5.429 -1.452 -4.569 -0.11 0.17 0.08 0.448
H 5.387 -2.703 -3.304 0.02 -0.01 -0.01 0.265
H 5.455 1.863 3.402 0.02 -0.02 -0.12 0.376
H 4.725 2.433 1.873 0.07 -0.11 0.08 0.001
H 6.493 2.419 2.045 -0.01 -0.02 -0.03 0.395
H 7.017 -2.530 4.387 -0.08 0.01 -0.09 0.376
H 6.729 -3.493 2.908 0.00 0.20 0.11 0.286
H 5.869 -1.944 3.144 0.09 -0.06 0.07 -0.099
H 1.160 -4.039 -2.605 0.00 -0.01 0.01 0.087
H 1.990 -5.343 -1.685 -0.14 0.02 -0.17 0.303
H 2.511 -4.957 -3.342 -0.07 0.02 0.09 0.253
C -4.457 -7.647 1.494 0.12 0.04 0.04 -1.575
C -3.559 -6.466 1.749 -0.13 -0.12 -0.03 0.910
C -4.027 -5.338 2.403 -0.09 -0.18 -0.07 -1.196
C -3.212 -4.244 2.639 -0.19 -0.14 0.02 0.597
C -3.783 -3.045 3.323 0.03 -0.16 0.02 -0.595
C -1.879 -4.275 2.225 0.27 0.43 0.17 -0.001
Se -0.724 -2.822 2.625 0.32 0.52 -0.03 -0.217
C -1.392 -5.399 1.550 -0.06 -0.24 -0.09 1.129
C 0.023 -5.454 1.070 -0.02 -0.04 -0.02 -1.218
C -2.236 -6.474 1.327 -0.13 -0.09 -0.01 -1.127
H -5.487 -7.409 1.761 -0.03 -0.05 -0.03 0.328
H -4.142 -8.512 2.084 -0.05 -0.05 -0.03 0.301
H -4.423 -7.930 0.440 -0.08 -0.07 0.00 0.349
H -5.058 -5.303 2.743 -0.06 -0.03 -0.02 0.250
H -4.738 -3.266 3.799 -0.13 -0.03 -0.03 0.349
H -3.926 -2.240 2.601 0.02 0.15 0.01 0.166
H -3.081 -2.689 4.070 0.06 0.10 0.03 -0.349
H 0.251 -4.556 0.498 0.14 0.04 -0.01 0.088
H 0.192 -6.335 0.451 0.01 -0.06 -0.04 0.365
H 0.706 -5.483 1.920 0.11 0.07 0.00 0.306
H -1.850 -7.350 0.813 0.01 -0.02 -0.06 0.330
C -1.128 5.478 -7.626 -0.02 -0.06 0.10 -1.682
C -1.476 4.828 -6.316 -0.02 0.02 0.03 0.706
C -0.632 4.902 -5.221 -0.06 0.04 -0.18 -0.995
C -0.958 4.307 -4.009 -0.09 0.04 0.10 0.506
C 0.011 4.447 -2.873 0.00 -0.12 0.08 -1.432
C -2.162 3.602 -3.860 0.18 -0.21 0.07 0.095
As -2.418 2.716 -2.042 -0.48 0.51 -0.37 0.576
N -2.151 0.969 -2.143 0.29 -0.02 0.70 0.409
C -1.861 0.102 -3.112 -0.23 -0.05 -0.33 -0.016
C -1.766 -1.277 -2.769 0.00 0.13 0.28 -0.634
C -1.568 -2.248 -3.719 0.04 -0.21 -0.17 -0.332
C -1.447 -1.922 -5.067 0.10 -0.22 -0.26 -0.809
C -1.484 -0.580 -5.424 -0.17 -0.20 -0.10 -0.793
C -1.655 0.406 -4.482 -0.11 0.31 -0.09 0.318
C -4.429 2.955 -1.966 0.06 0.11 0.08 0.382
C -5.413 1.960 -1.909 0.15 -0.17 0.04 1.802
C -5.082 0.496 -1.923 0.07 -0.09 0.06 -1.576
C -6.761 2.302 -1.872 -0.05 0.11 0.04 -1.382
C -7.183 3.619 -1.858 0.03 0.04 0.02 0.581
C -8.642 3.978 -1.872 0.10 0.00 -0.06 -1.682
C -6.209 4.603 -1.844 -0.13 -0.05 -0.03 -1.284
C -4.858 4.289 -1.886 0.07 0.03 0.00 0.602
C -3.873 5.421 -1.868 0.03 0.03 -0.01 -1.645
C -3.006 3.509 -4.974 -0.19 -0.05 -0.07 1.338
C -4.283 2.719 -4.956 -0.04 -0.03 -0.03 -1.376
C -2.661 4.126 -6.171 0.06 0.05 0.01 -1.057
H -0.192 6.025 -7.541 0.05 0.06 -0.08 0.371
H -1.915 6.170 -7.929 0.03 0.05 -0.07 0.337
H -1.022 4.728 -8.412 0.03 0.02 -0.07 0.313
H 0.311 5.429 -5.316 0.06 0.03 0.03 0.249
H 0.896 4.996 -3.192 0.10 0.01 0.02 0.428
H 0.332 3.472 -2.504 0.09 0.13 0.05 0.041
H -0.450 4.976 -2.037 0.06 0.00 0.08 0.235
H -1.905 -1.546 -1.725 0.03 -0.01 -0.04 0.494
H -1.528 -3.287 -3.416 0.00 -0.06 0.05 0.447
H -1.327 -2.690 -5.820 0.02 -0.04 0.01 0.325
H -1.374 -0.303 -6.468 0.00 0.03 -0.05 0.381
H -1.659 1.443 -4.790 0.01 -0.07 0.00 0.289
H -4.185 0.297 -1.342 0.04 -0.12 -0.08 -0.052
H -4.885 0.159 -2.942 0.12 -0.12 -0.03 0.353
H -5.916 -0.089 -1.533 -0.08 -0.01 -0.02 0.542
H -7.502 1.511 -1.863 -0.02 -0.09 0.04 0.341
H -9.251 3.162 -1.490 -0.09 -0.06 0.03 0.387
H -8.966 4.193 -2.892 -0.10 0.02 -0.04 0.282
H -8.828 4.865 -1.269 -0.07 0.08 0.05 0.385
H -6.511 5.644 -1.805 0.02 0.10 0.03 0.354
H -4.367 6.355 -1.601 0.03 0.03 0.04 0.509
H -3.412 5.536 -2.850 0.09 0.10 0.04 0.212
H -3.080 5.210 -1.147 0.06 0.14 -0.02 0.160
H -4.150 1.803 -4.385 -0.09 -0.06 0.02 -0.101
H -4.577 2.453 -5.973 0.01 0.00 0.00 0.533
H -5.092 3.296 -4.504 -0.05 -0.09 0.04 0.241
H -3.331 4.038 -7.020 -0.04 -0.03 -0.03 0.427